# C62H52N8O4P3Pd

A structure of composition C62H52N8O4P3Pd (ωB97M-V/def2-TZVPD, the OMol25 dataset).

Each line ends with the Löwdin charge.
Geometry (Å):
Pd: 1.789 -0.453 -0.130  0.859
O: 1.864 0.405 3.976  0.068
C: 2.050 0.490 2.782  -0.719
O: 1.192 0.153 1.869  -0.219
C: 3.402 1.073 2.297  -0.204
P: 3.734 0.807 0.522  1.047
C: 5.376 0.096 0.324  -0.375
C: 5.516 -1.227 -0.090  -0.107
C: 6.780 -1.785 -0.216  -0.061
C: 7.904 -1.022 0.067  -0.047
C: 7.769 0.300 0.477  -0.047
C: 6.510 0.862 0.603  -0.073
C: 3.760 2.390 -0.341  -0.359
C: 4.407 2.469 -1.576  -0.093
C: 4.346 3.634 -2.324  -0.059
C: 3.634 4.730 -1.851  -0.055
C: 2.990 4.657 -0.623  -0.063
C: 3.048 3.493 0.128  -0.092
H: 4.208 0.618 2.876  0.104
H: 3.428 2.135 2.547  0.096
H: 4.634 -1.820 -0.305  0.067
H: 6.890 -2.812 -0.536  0.112
H: 8.890 -1.455 -0.031  0.119
H: 8.646 0.891 0.699  0.119
H: 6.411 1.894 0.918  0.120
H: 4.982 1.624 -1.941  0.113
H: 4.875 3.698 -3.266  0.117
H: 3.599 5.644 -2.428  0.118
H: 2.457 5.518 -0.240  0.117
H: 2.547 3.457 1.089  0.105
O: -0.068 4.123 -5.970  0.117
N: 0.313 4.284 -4.833  -0.336
O: 0.278 5.326 -4.211  0.105
C: 0.850 3.097 -4.140  -0.076
C: 1.629 2.273 -4.865  0.084
C: 2.182 1.093 -4.273  -0.132
C: 3.041 0.229 -4.975  0.035
C: 3.517 -0.895 -4.348  0.001
C: 3.109 -1.154 -3.034  -0.096
N: 2.301 -0.358 -2.359  0.047
C: 1.853 0.771 -2.953  -0.174
C: 1.020 1.675 -2.183  -0.156
N: 0.763 1.348 -0.901  0.035
C: 0.045 2.157 -0.147  -0.137
C: -0.504 3.340 -0.644  -0.019
C: -0.268 3.694 -1.948  0.035
C: 0.528 2.860 -2.758  -0.058
H: 1.839 2.507 -5.901  0.149
H: 3.323 0.460 -5.995  0.138
H: 4.182 -1.582 -4.849  0.126
H: 3.450 -2.043 -2.516  0.108
H: -0.055 1.862 0.892  0.107
H: -1.090 3.975 0.006  0.109
H: -0.664 4.615 -2.345  0.120
C: -4.547 0.402 -0.592  -0.415
P: -2.749 0.226 -0.910  1.177
C: -2.146 -1.279 -0.188  -0.390
C: -2.594 -2.518 -0.674  -0.081
C: -2.235 -3.670 -0.003  -0.033
C: -1.443 -3.594 1.142  -0.026
C: -0.981 -2.373 1.607  -0.039
C: -1.332 -1.203 0.945  -0.100
C: -2.400 0.458 -2.618  -0.357
C: -3.067 1.452 -3.356  -0.069
C: -2.768 1.629 -4.691  -0.030
C: -1.803 0.825 -5.298  -0.011
C: -1.122 -0.143 -4.567  -0.042
C: -1.396 -0.317 -3.223  -0.069
P: -4.985 1.171 1.008  1.171
C: -6.692 0.989 1.330  -0.357
C: -7.324 1.982 2.112  -0.048
C: -8.656 1.847 2.434  -0.024
C: -9.360 0.720 2.012  0.008
C: -8.735 -0.281 1.264  -0.028
C: -7.405 -0.163 0.935  -0.061
C: -4.411 2.858 1.100  -0.411
C: -3.695 3.272 2.224  -0.083
C: -3.314 4.602 2.335  -0.048
C: -3.634 5.501 1.328  -0.037
C: -4.340 5.085 0.202  -0.048
C: -4.737 3.764 0.085  -0.083
H: -4.939 -0.620 -0.592  0.062
H: -5.021 0.947 -1.413  0.068
H: -3.215 -2.578 -1.562  0.119
H: -2.574 -4.633 -0.360  0.126
H: -1.198 -4.506 1.669  0.080
H: -0.363 -2.306 2.494  0.120
H: -0.966 -0.259 1.332  0.075
H: -3.808 2.085 -2.882  0.103
H: -3.283 2.383 -5.270  0.129
H: -1.579 0.963 -6.348  0.131
H: -0.380 -0.765 -5.051  0.124
H: -0.866 -1.063 -2.645  0.108
H: -6.771 2.854 2.436  0.116
H: -9.153 2.611 3.014  0.129
H: -10.405 0.614 2.273  0.132
H: -9.296 -1.151 0.952  0.128
H: -6.924 -0.952 0.372  0.107
H: -3.457 2.571 3.015  0.116
H: -2.778 4.935 3.213  0.124
H: -3.346 6.539 1.423  0.125
H: -4.606 5.798 -0.565  0.122
H: -5.335 3.455 -0.766  0.113
C: 3.100 -2.556 2.566  0.031
C: 2.526 -3.187 1.350  -0.324
N: 2.228 -2.560 0.222  -0.017
C: 1.714 -3.509 -0.642  -0.131
C: 1.717 -4.718 -0.033  -0.037
N: 2.225 -4.501 1.230  0.012
C: 2.325 -5.533 2.258  -0.043
N: 1.046 -5.833 2.824  -0.056
N: 0.167 -6.583 2.115  0.059
N: -0.946 -6.626 2.733  0.075
C: -0.841 -5.880 3.890  -0.241
C: -1.779 -5.624 4.897  0.001
C: -1.371 -4.822 5.936  -0.064
C: -0.066 -4.287 5.988  -0.057
C: 0.870 -4.539 5.011  -0.012
C: 0.448 -5.353 3.957  -0.174
H: 3.597 -1.632 2.282  0.059
H: 3.848 -3.194 3.035  0.098
H: 2.329 -2.312 3.300  0.089
H: 1.395 -3.257 -1.640  0.096
H: 1.404 -5.696 -0.353  0.130
H: 2.984 -5.183 3.047  0.136
H: 2.742 -6.433 1.811  0.152
H: -2.768 -6.058 4.857  0.121
H: -2.053 -4.604 6.745  0.111
H: 0.209 -3.668 6.831  0.115
H: 1.873 -4.140 5.079  0.108

## Properties
expectation value of S² = 6.039
net charge = +3
spin multiplicity = 5
HOMO-LUMO gap (alpha / beta) = 6.6828 / 4.1160 eV